# 1
C8H10N2O2 | ωB97M-V/def2-TZVPD

The LUMO energy is 0.4 eV. The value obtained for the relative energy (zero: lowest compared OMol25 entry of this formula, charge and spin) is 127.02 kcal/mol. Its calculated total energy is -570.66188 Eh. For the orbital gap, the calculation gives 9.5 eV. The HOMO energy is -9.129 eV.

Geometry as ORCA input:
```
! wB97M-V def2-TZVPD RIJCOSX def2/J DEFGRID3
* xyz 0 1
H 2.30 -0.52 -0.46
C 1.82 0.87 1.14
C -2.07 -1.37 -1.09
C 0.53 1.26 0.51
C -2.86 -1.39 -2.18
N -4.05 -0.45 -0.49
O -3.23 -0.28 2.12
H 3.09 -1.15 0.88
C -4.13 -0.74 -1.74
C 3.22 1.12 0.60
N -2.82 -0.78 -0.03
C 2.58 -0.24 0.45
H 1.60 0.85 2.13
O 0.37 1.50 -0.65
H -4.94 -0.57 -2.40
H -2.67 -1.78 -3.11
H -1.08 -1.74 -1.05
H 3.16 1.84 -0.19
H -4.03 0.05 1.67
H 3.96 1.42 1.44
H -0.42 1.39 1.08
C -2.39 -0.78 1.25
*
```

# 2
C8H10N2O3STl | ωB97M-V/def2-TZVPD

The LUMO energy (alpha / beta) is 5.3 / 5.2 eV. Its calculated total energy is -1216.71259 Eh. Its expectation value of S² is 0.76. For the orbital gap (alpha / beta), the calculation gives 3.4 / 5.6 eV. The HOMO energy (alpha / beta) is 1.923 / -0.345 eV.

Geometry as ORCA input:
```
! wB97M-V def2-TZVPD RIJCOSX def2/J DEFGRID3
* xyz -2 2
H -0.83 -5.17 -2.34
C -0.42 -4.27 -1.90
N 0.59 -1.88 -0.79
H -1.44 2.68 2.00
H -2.35 -3.36 -1.48
H -0.83 0.54 1.25
H 1.66 -4.74 -2.27
C 0.48 3.58 1.79
H 0.52 4.26 2.65
C -0.39 2.37 2.11
C 1.43 -2.86 -1.33
H 2.48 -2.61 -1.28
O -0.02 3.81 -0.55
O 1.18 -0.73 -0.38
C -0.79 -2.05 -0.94
S -1.93 -0.81 -0.48
H 1.50 3.25 1.55
C -1.27 -3.23 -1.43
O -0.67 5.44 0.82
N -0.14 1.29 1.19
H -0.24 2.06 3.17
H 0.77 0.85 1.34
Tl -0.09 1.25 -1.41
C 0.95 -4.02 -1.86
C -0.13 4.35 0.56
*
```

# 3
C8H10N3 | ωB97M-V/def2-TZVPD

The LUMO energy is -4.7 eV. The value obtained for the relative energy (zero: lowest compared OMol25 entry of this formula, charge and spin) is 16.15 kcal/mol. Its calculated total energy is -474.80189 Eh. For the orbital gap, the calculation gives 9.5 eV. The SMILES is C[N+]1(C)N=Nc2ccccc21. The HOMO energy is -14.165 eV.

Geometry as ORCA input:
```
! wB97M-V def2-TZVPD RIJCOSX def2/J DEFGRID3
* xyz 1 1
C 1.33 -1.72 1.36
C 1.12 -0.47 0.80
H -1.32 1.59 1.19
H -1.47 -3.19 0.13
N 1.50 1.64 0.38
H -0.76 1.33 -2.35
C -0.01 -0.18 -0.01
C -0.94 -1.16 -0.27
H 0.93 0.81 -2.24
C 0.18 1.47 -1.82
C -0.73 -2.42 0.30
C -1.01 2.03 0.24
N 1.87 0.67 0.92
H -1.80 -0.97 -0.89
H 0.49 2.51 -1.94
N 0.01 1.20 -0.40
H 0.51 -3.68 1.52
H -0.60 3.02 0.42
H -1.89 2.12 -0.41
C 0.38 -2.70 1.09
H 2.20 -1.91 1.97
*
```

# 4
C8H10N3 | ωB97M-V/def2-TZVPD

The LUMO energy is -3.8 eV. The value obtained for the relative energy (zero: lowest compared OMol25 entry of this formula, charge and spin) is 44.45 kcal/mol. Its calculated total energy is -474.75680 Eh. For the orbital gap, the calculation gives 9.3 eV. The SMILES is [H]/N=C(\C)c1[nH+]cc(C#C)n1C. The HOMO energy is -13.045 eV.

Geometry as ORCA input:
```
! wB97M-V def2-TZVPD RIJCOSX def2/J DEFGRID3
* xyz 1 1
C 1.02 -3.21 -0.78
C -0.05 0.02 0.43
H 1.71 -0.71 -2.26
H -0.40 2.23 2.18
H -2.04 1.64 1.81
H -0.54 2.96 -1.03
H 0.11 -1.19 -2.54
H 0.19 0.35 -2.32
H -1.56 3.16 1.03
H 2.09 -4.74 -2.06
N 0.39 -0.83 -0.53
C 0.27 -1.95 1.30
H -0.23 -0.33 2.53
H 0.33 -2.63 2.07
C -0.45 1.59 0.24
N -0.08 -0.70 1.58
C -1.07 2.17 1.45
N -0.26 1.99 -0.94
C 1.59 -4.01 -1.49
C 0.58 -0.52 -1.91
C 0.60 -2.13 0.00
*
```

# 5
C8H10N3OS | ωB97M-V/def2-TZVPD

The LUMO energy is -4.0 eV. The value obtained for the relative energy (zero: lowest compared OMol25 entry of this formula, charge and spin) is 91.95 kcal/mol. Its calculated total energy is -948.13618 Eh. For the orbital gap, the calculation gives 8.6 eV. The HOMO energy is -12.650 eV.

Geometry as ORCA input:
```
! wB97M-V def2-TZVPD RIJCOSX def2/J DEFGRID3
* xyz 1 1
H -2.65 -1.35 -2.32
C 1.56 -0.21 0.48
H 1.11 -0.54 -1.51
H -2.64 -0.07 1.51
H -4.68 1.23 -0.24
H 3.56 0.27 -2.24
C 3.66 0.76 1.06
C 3.16 0.29 -1.27
H 5.01 1.27 -0.51
C 1.88 -0.13 -0.87
H 0.39 -1.95 1.22
H 4.35 1.15 1.82
H -4.27 -0.82 -1.68
N -0.69 -0.91 -0.65
C 4.00 0.80 -0.28
H 2.01 0.14 2.44
O -4.82 0.99 1.70
S -0.11 -0.68 0.83
N -3.08 0.07 0.56
C -2.66 -0.51 -0.53
N -3.21 -0.77 -1.65
C 2.44 0.17 1.46
C -4.30 0.80 0.67
*
```

# 6
C8H10N3S | ωB97M-V/def2-TZVPD

The LUMO energy is -4.9 eV. The value obtained for the relative energy (zero: lowest compared OMol25 entry of this formula, charge and spin) is 49.70 kcal/mol. Its calculated total energy is -872.95789 Eh. For the orbital gap, the calculation gives 8.0 eV. The SMILES is C[NH+](C)/C(=C\C#N)c1nccs1. The HOMO energy is -12.857 eV.

Geometry as ORCA input:
```
! wB97M-V def2-TZVPD RIJCOSX def2/J DEFGRID3
* xyz 1 1
N 2.96 3.07 0.74
H 1.57 1.40 -0.71
H 1.33 -1.42 -0.43
H -3.14 -1.64 1.05
C -0.24 -0.37 1.53
H 1.50 1.08 2.82
S -0.32 -0.90 3.21
H -2.50 -1.97 3.65
C 1.46 1.32 1.75
C -1.94 -1.44 2.81
H -0.61 1.96 -0.86
H 1.11 -0.63 -2.05
C 0.71 0.53 0.96
H 2.60 -0.36 -0.96
H 0.01 1.09 -2.27
C -2.15 -1.41 1.44
N 0.74 0.69 -0.49
N -1.25 -0.76 0.76
C 1.45 -0.52 -1.02
H -1.14 0.27 -1.12
C -0.44 1.04 -1.29
C 2.34 2.24 1.22
*
```

# 7
C8H10N4O | ωB97M-V/def2-TZVPD

The LUMO energy is 0.6 eV. The value obtained for the relative energy (zero: lowest compared OMol25 entry of this formula, charge and spin) is 14.62 kcal/mol. Its calculated total energy is -605.07383 Eh. For the orbital gap, the calculation gives 8.5 eV. The SMILES is OCCNc1nccc2[nH]cnc12. The HOMO energy is -7.947 eV.

Geometry as ORCA input:
```
! wB97M-V def2-TZVPD RIJCOSX def2/J DEFGRID3
* xyz 0 1
C 2.84 -0.01 -0.54
H 4.01 -0.17 -0.60
C -3.02 -0.36 -0.02
N 0.94 -1.59 0.13
C -0.29 -1.01 0.00
N -1.15 -1.98 -0.28
H 2.89 -1.77 0.75
H -4.08 -0.29 0.28
C -0.69 0.30 -0.17
H 1.72 1.41 0.06
H 2.28 -0.20 -1.55
C -2.03 0.63 0.02
N -2.00 1.98 0.04
O 2.70 1.25 -0.01
H -2.97 -2.56 -0.20
H 2.09 -0.37 1.44
H -0.52 3.45 0.05
H 1.01 -2.53 -0.03
N 0.11 1.50 -0.08
H -2.79 2.48 0.39
C -0.75 2.45 -0.05
C 2.19 -0.97 0.52
C -2.50 -1.65 -0.14
*
```

# 8
C8H10N4O3 | ωB97M-V/def2-TZVPD

The LUMO energy is 0.4 eV. The value obtained for the relative energy (zero: lowest compared OMol25 entry of this formula, charge and spin) is 58.59 kcal/mol. Its calculated total energy is -755.49014 Eh. For the orbital gap, the calculation gives 8.8 eV. The SMILES is Cc1c(C(=O)O)c(N=C=N)c(NO)n1C. The HOMO energy is -8.336 eV.

Geometry as ORCA input:
```
! wB97M-V def2-TZVPD RIJCOSX def2/J DEFGRID3
* xyz 0 1
O -0.30 1.11 2.68
C 1.28 1.41 -2.64
C 1.38 0.89 -0.08
H -0.86 -1.54 1.63
H -0.79 -0.54 -3.32
C -1.09 -0.84 -2.30
C 3.48 2.01 1.05
O 2.33 2.21 -2.46
H -1.09 -1.90 -2.08
C 0.60 0.13 0.76
H -0.76 0.74 3.44
O 0.71 1.30 -3.70
C 0.89 0.74 -1.42
N 4.52 2.26 1.66
H 1.51 0.14 2.63
C -0.16 -0.16 -1.29
H 2.78 2.06 -1.58
C -1.47 -1.30 0.70
N 0.56 0.10 2.18
H 4.70 3.17 2.00
N -0.37 -0.46 0.03
N 2.53 1.61 0.42
H -1.46 -2.22 0.08
H -2.03 -0.25 -2.02
H -2.38 -0.61 0.74
*
```

The highest calculated total energy belongs to which entry?
number 4

The lowest calculated total energy belongs to which entry?
C8H10N2O3STl